{"formula": "C41H44BrCdIN2OS2Se", "method": "ωB97M-V/def2-TZVPD", "species": ["Cd", "C", "C", "C", "C", "C", "C", "Se", "C", "C", "C", "H", "H", "H", "H", "H", "H", "H", "H", "H", "H", "H", "C", "C", "C", "C", "C", "N", "H", "H", "H", "H", "H", "H", "H", "H", "H", "Br", "C", "C", "C", "C", "C", "C", "I", "H", "H", "H", "H", "N", "C", "C", "C", "C", "C", "C", "C", "H", "H", "H", "H", "O", "S", "C", "C", "C", "C", "C", "C", "C", "C", "C", "C", "C", "C", "H", "H", "H", "H", "H", "H", "H", "H", "H", "H", "C", "S", "C", "H", "H", "H", "H", "H", "H"], "xyz": [[0.162005, -0.330233, 0.540033], [3.169105, 7.188467, 0.701333], [2.718705, 5.820867, 0.283433], [1.726105, 5.155667, 0.981833], [1.255305, 3.909667, 0.592733], [0.179705, 3.284167, 1.433033], [1.788105, 3.302267, -0.548167], [1.028905, 1.638467, -1.237967], [2.830305, 3.932567, -1.241767], [3.520905, 3.334767, -2.432067], [3.269805, 5.177767, -0.812667], [2.625905, 7.511967, 1.586133], [2.987305, 7.909867, -0.095367], [4.236105, 7.194367, 0.920633], [1.292205, 5.619967, 1.856933], [0.174005, 3.738667, 2.422833], [0.333005, 2.204167, 1.551733], [-0.802695, 3.444967, 0.982233], [3.171205, 2.321467, -2.615867], [4.597905, 3.319167, -2.265867], [3.329005, 3.931967, -3.322767], [4.067205, 5.656967, -1.364167], [-2.631895, -5.054833, -0.117767], [-3.020195, -3.578933, 0.034233], [-4.270195, -3.271633, -0.800667], [-3.276395, -3.230333, 1.507633], [-1.913495, -2.766933, -0.413667], [-1.017195, -2.131433, -0.740367], [-3.429195, -5.675733, 0.280933], [-1.721295, -5.274633, 0.433233], [-2.479195, -5.308933, -1.164467], [-5.072695, -3.933933, -0.481867], [-4.084695, -3.433733, -1.861167], [-4.593795, -2.242933, -0.651867], [-4.163095, -3.760033, 1.847533], [-3.433695, -2.159133, 1.626233], [-2.435295, -3.531633, 2.128433], [1.315505, -7.886333, 0.195033], [2.900805, -6.883833, -0.080767], [4.024105, -7.535033, -0.569967], [5.175505, -6.817933, -0.841867], [5.205705, -5.451533, -0.618767], [4.097405, -4.807833, -0.097167], [2.943205, -5.520933, 0.180933], [1.278805, -4.498833, 0.993833], [3.982305, -8.597833, -0.755867], [6.044905, -7.327933, -1.228667], [6.093005, -4.882533, -0.849667], [4.118805, -3.746133, 0.096033], [0.489305, -0.997533, 8.030433], [0.446905, -0.910233, 6.887133], [0.400205, -0.801833, 5.480533], [1.537605, -1.071233, 4.719833], [1.486605, -0.967333, 3.341233], [0.316705, -0.592033, 2.677633], [-0.805895, -0.317833, 3.462133], [-0.778095, -0.420833, 4.840333], [2.456005, -1.351533, 5.217433], [2.389205, -1.186933, 2.779333], [-1.732795, -0.010533, 2.990533], [-1.659395, -0.197433, 5.424633], [-2.320695, 0.459567, 0.385133], [-2.074995, 1.684067, -0.412967], [-3.633695, 2.604667, -0.422867], [-4.820895, 1.993767, -0.075667], [-5.993995, 2.728067, -0.093767], [-5.965095, 4.069067, -0.443467], [-4.765195, 4.681967, -0.772867], [-3.591395, 3.947167, -0.759367], [-2.269495, 1.204967, -2.140967], [-2.847995, -0.001833, -2.478367], [-2.867695, -0.390433, -3.807267], [-2.313295, 0.434167, -4.774267], [-1.769695, 1.663467, -4.428567], [-1.741895, 2.050367, -3.100367], [-4.795695, 0.959067, 0.226733], [-6.928895, 2.260467, 0.178033], [-6.880295, 4.644367, -0.449667], [-4.743495, 5.734367, -1.021167], [-2.643195, 4.410467, -0.994667], [-3.257595, -0.626033, -1.699267], [-3.305195, -1.339733, -4.084867], [-2.308895, 0.115467, -5.806667], [-1.349495, 2.311067, -5.186367], [-1.293395, 2.986167, -2.798667], [3.144805, -1.489633, -1.756767], [3.230805, -1.374733, 0.053433], [4.100505, 0.203767, 0.250033], [4.149205, -1.583233, -2.160067], [2.649305, -0.607433, -2.151167], [2.562805, -2.376733, -1.987867], [3.451405, 1.017267, -0.068367], [5.013405, 0.190667, -0.338767], [4.335705, 0.304167, 1.304833]], "atomic_forces_ev_per_a": [[0.674, 0.515, -0.324], [0.032, -0.044, -0.063], [-0.047, -0.069, -0.037], [0.025, 0.025, -0.040], [-0.012, 0.008, 0.114], [0.013, -0.103, 0.050], [-0.274, -0.561, 0.238], [0.194, -0.397, -0.038], [-0.042, -0.096, 0.078], [-0.103, -0.196, -0.031], [-0.099, 0.071, 0.115], [0.036, 0.081, 0.064], [0.024, 0.082, -0.002], [0.059, 0.077, 0.045], [-0.031, 0.065, 0.117], [-0.034, -0.019, 0.041], [-0.070, 0.270, 0.008], [0.106, -0.033, 0.115], [0.094, 0.004, -0.070], [0.061, -0.013, -0.041], [0.000, 0.006, -0.105], [0.125, 0.081, -0.085], [0.041, 0.065, 0.020], [-0.715, -0.511, 0.264], [0.123, 0.095, -0.011], [0.077, 0.035, -0.029], [0.496, 0.294, -0.259], [0.350, 0.340, 0.131], [-0.141, -0.053, 0.028], [0.096, -0.053, 0.002], [0.038, -0.047, -0.059], [-0.042, -0.037, 0.013], [-0.011, -0.012, -0.059], [-0.031, 0.062, -0.007], [-0.083, -0.056, 0.026], [-0.017, 0.041, 0.041], [0.074, 0.023, 0.067], [0.167, -0.103, -0.026], [-0.162, -0.011, 0.074], [-0.106, -0.076, -0.079], [-0.014, 0.023, 0.033], [0.011, -0.048, -0.005], [-0.026, 0.094, 0.051], [-0.500, 0.007, 0.134], [0.492, -0.053, -0.146], [-0.017, -0.051, 0.005], [0.048, -0.048, -0.043], [0.092, 0.067, 0.022], [0.072, 0.051, 0.025], [0.001, -0.030, 0.327], [0.026, -0.036, 0.656], [-0.028, 0.073, -0.998], [-0.001, 0.030, 0.113], [0.020, 0.002, -0.144], [-0.117, -0.137, -0.161], [-0.087, -0.007, -0.090], [0.061, 0.013, 0.144], [0.022, -0.041, 0.027], [-0.058, -0.019, -0.008], [-0.011, 0.010, -0.033], [-0.043, -0.012, 0.073], [0.168, -1.150, 0.725], [-1.263, 1.392, -1.388], [0.141, 0.028, 0.277], [0.071, -0.117, 0.079], [-0.026, 0.005, 0.034], [-0.068, 0.086, -0.043], [-0.026, 0.023, -0.002], [0.113, -0.005, 0.025], [0.335, 0.024, 0.133], [0.003, 0.022, 0.184], [-0.002, 0.019, -0.037], [-0.069, -0.034, -0.121], [-0.048, 0.039, 0.006], [0.000, 0.047, -0.053], [-0.102, -0.194, 0.035], [-0.065, -0.042, 0.016], [-0.039, 0.018, 0.007], [0.012, 0.009, -0.028], [0.080, 0.105, -0.034], [0.012, -0.080, 0.052], [-0.009, -0.029, -0.027], [-0.007, 0.001, -0.076], [0.008, -0.021, -0.014], [0.104, 0.030, -0.052], [0.097, 0.119, 0.434], [-0.209, 0.299, -0.078], [-0.245, -0.255, -0.195], [0.057, -0.040, -0.112], [-0.036, 0.071, -0.060], [-0.035, -0.108, -0.054], [0.036, 0.045, -0.011], [0.122, 0.028, 0.020], [0.063, 0.031, 0.089]], "e_above_lowest_kcal_mol": 28.2, "charge": 0, "homo_lumo_gap_ev": 7.323, "fmax_ev_per_a": 2.34, "total_energy_ha": -8010.700712, "multiplicity": 1}